[1]
C3H10N4 in the gas phase. Source: OMol25; level of theory: ωB97M-V with the def2-TZVPD basis set.

Each line ends with the Löwdin charge.
Atoms and positions in Å:
C (-2.6027, 0.0441, -0.6373)  -0.118
C (-1.9474, -0.2561, 0.6751)  -0.185
C (-0.6343, -0.3537, 0.9124)  -0.213
N (0.4001, -0.3429, 0.0078)  -0.003
N (1.8040, 0.2095, 0.4432)  -0.287
N (2.7037, -0.8251, 0.2496)  0.000
N (2.2514, 1.3458, -0.1931)  0.023
H (-3.0274, 1.0480, -0.6333)  0.070
H (-1.9134, -0.0228, -1.4760)  0.052
H (-3.4190, -0.6502, -0.8296)  0.067
H (-2.6142, -0.3167, 1.5226)  0.084
H (-0.2792, -0.5119, 1.9233)  0.104
H (0.1466, -0.1142, -0.9509)  0.097
H (2.8121, -1.1067, -0.7282)  0.069
H (2.3182, -1.6222, 0.7593)  0.082
H (1.7799, 2.1644, 0.1699)  0.083
H (2.2218, 1.3106, -1.2150)  0.077

Computed properties:
**Highest occupied orbital energy**: -7.7763 eV
**SMILES string**: C/C=C\NN(N)N


[2]
A molecular structure, C6H6ClO2S2. Source: OMol25; level of theory: ωB97M-V with the def2-TZVPD basis set.

Each line ends with the Löwdin charge.
Atoms and positions in Å:
C (-0.0192, 3.1309, -0.7047)  -0.232
C (-0.0531, 1.7106, -0.6652)  -0.243
C (0.5330, 3.6728, 0.4099)  -0.477
C (0.4851, 1.2185, 0.4691)  -0.462
C (0.5669, -1.0429, 1.2765)  -0.641
C (-0.3975, -3.4627, 0.0549)  -0.183
O (-0.3698, -1.2458, -1.3563)  -0.419
O (-1.9703, -1.3820, 0.5091)  -0.401
S (1.0261, 2.4487, 1.5329)  0.891
S (-0.6163, -1.6146, 0.0315)  0.429
Cl (2.0660, -1.5767, 0.5741)  0.434
H (-0.3926, 3.7177, -1.5311)  0.085
H (-0.4574, 1.0868, -1.4393)  0.072
H (0.6884, 4.7053, 0.6638)  0.035
H (0.0663, -3.7424, 0.9934)  0.032
H (-1.3863, -3.8973, -0.0333)  0.044
H (0.2308, -3.7271, -0.7853)  0.036

Computed properties:
**Highest occupied orbital energy (spin up / spin down)**: -4.3031 / -4.3042 eV
**Total charge**: -1


[3]
C5H7NOS in the gas phase. Source: OMol25; level of theory: ωB97M-V with the def2-TZVPD basis set.

Each line ends with the Löwdin charge.
Atoms and positions in Å:
C (-1.7814, -0.0239, -2.0044)  -0.365
S (-1.3343, 0.9777, -0.5534)  0.901
C (-0.0287, 0.1035, 0.2542)  -0.537
C (0.0329, 0.1884, 1.5954)  -0.115
C (1.0313, -0.5678, 2.3380)  -0.222
N (1.7135, -1.2741, 2.9383)  0.145
C (0.8512, -0.6676, -0.6741)  -0.291
O (1.4479, 0.1023, -1.6931)  -0.055
H (-2.5481, 0.5013, -2.5696)  0.040
H (-2.1510, -0.9809, -1.6366)  0.040
H (-0.8611, -0.2311, -2.5722)  0.035
H (-0.7730, 0.6532, 2.0935)  0.084
H (1.6006, -1.1849, -0.0779)  0.115
H (0.2853, -1.4853, -1.1319)  0.124
H (1.5871, 0.9883, -1.3296)  0.100

Computed properties:
**Highest occupied orbital energy**: -9.0204 eV
**SMILES string**: CS/C(=C/C#N)CO


[4]
2 unconnected molecules or ions with the total composition C4H14N2O. Source: OMol25; level of theory: ωB97M-V with the def2-TZVPD basis set.

Each line ends with the Löwdin charge.
Atoms and positions in Å:
C (0.1048, 1.8046, -1.0329)  -0.087
N (-0.2266, 0.2674, -1.1812)  -0.251
C (-1.6731, 0.3006, -1.4420)  -0.151
C (0.3685, -0.7638, -0.0996)  -0.134
C (1.8431, -0.2887, 0.5574)  -0.200
N (2.8940, -1.4586, 0.8829)  -0.045
H (0.7901, 1.9210, -0.1767)  0.054
H (0.5496, 2.0058, -1.9494)  0.049
H (-0.6638, 2.4942, -0.7094)  0.064
H (-1.9308, -0.6352, -2.0608)  0.087
H (-1.9723, 1.2437, -2.0351)  0.099
H (-1.9660, 0.2047, -0.3488)  0.055
H (-0.2874, -1.1734, 0.6450)  0.053
H (0.5050, -1.6499, -0.7752)  0.100
H (2.3836, 0.3116, -0.3881)  0.136
H (1.7468, 0.4112, 1.3914)  0.069
H (3.2464, -1.4068, 1.8505)  0.042
H (2.2347, -2.2419, 1.0509)  0.037
O (-2.5475, 0.0282, 1.7435)  -0.201
H (-2.2837, -0.6032, 2.6598)  0.158
H (-3.1155, -0.7714, 1.4178)  0.067

Computed properties:
**Highest occupied orbital energy**: -7.9022 eV
**SMILES string**: CN(C)CCN.O


[5]
9 unconnected molecules or ions with the total composition C36H45N9. Source: OMol25; level of theory: ωB97M-V with the def2-TZVPD basis set.

Each line ends with the Löwdin charge.
Atoms and positions in Å:
C (0.9669, 4.9122, 1.0807)  -0.073
C (0.8679, 4.9782, -0.4713)  -0.116
C (2.1039, 4.6212, -0.9563)  -0.190
N (2.9699, 4.4242, 0.0817)  -0.009
C (2.3449, 4.6382, 1.3417)  -0.099
H (0.1319, 5.0062, 1.7447)  0.069
H (-0.0831, 4.9072, -1.0413)  0.091
H (2.5299, 4.3392, -2.0063)  0.143
H (3.9419, 4.2482, 0.1127)  0.122
H (2.8739, 4.6122, 2.2777)  0.092
C (3.6759, -4.3008, 0.7127)  -0.109
C (3.3999, -2.8418, 0.1837)  -0.058
C (2.1689, -2.5248, 0.6577)  -0.201
N (1.8649, -3.4908, 1.5317)  -0.024
C (2.7279, -4.6218, 1.5237)  -0.167
H (4.4619, -4.9228, 0.3557)  0.073
H (4.1059, -2.2938, -0.4953)  0.081
H (1.4409, -1.6828, 0.4467)  0.102
H (0.8049, -3.5388, 1.7587)  0.151
H (2.6449, -5.5158, 2.2377)  0.126
C (-1.2761, -0.0868, -0.2493)  -0.075
C (-0.6461, -0.1688, 1.2397)  -0.092
C (-0.1981, 0.9982, 1.4677)  -0.235
N (-0.3381, 1.7672, 0.3607)  -0.004
C (-1.0991, 1.1312, -0.6183)  -0.199
H (-1.8471, -0.8928, -0.7843)  0.088
H (-0.6121, -0.9808, 2.0097)  0.084
H (0.3929, 1.4422, 2.4317)  0.166
H (-0.1991, 2.8032, 0.0807)  0.138
H (-1.6331, 1.6292, -1.4583)  0.115
C (-1.2071, -2.7178, -2.9643)  -0.070
C (0.2209, -2.6278, -2.4733)  -0.122
C (0.9519, -3.3368, -3.2193)  -0.222
N (0.1829, -3.8618, -4.2583)  -0.021
C (-1.1421, -3.5098, -4.0813)  -0.124
H (-1.9771, -2.2798, -2.4573)  0.032
H (0.4989, -1.9918, -1.3693)  0.150
H (2.0439, -3.5758, -3.2703)  0.128
H (0.7139, -4.6848, -4.7853)  0.200
H (-1.7171, -3.6938, -4.8283)  0.042
C (4.2209, 0.5662, 0.1787)  -0.086
C (5.4659, 0.1052, -0.4773)  -0.143
C (5.3749, 0.3082, -1.7993)  -0.130
N (3.9999, 0.7172, -2.0213)  -0.020
C (3.3889, 0.9892, -0.8793)  -0.184
H (3.8209, 0.4542, 1.1077)  0.047
H (6.3949, -0.2148, 0.0197)  0.099
H (6.1239, 0.1592, -2.6243)  0.117
H (3.6489, 0.9912, -2.9693)  0.159
H (2.3039, 1.3982, -0.8443)  0.134
C (0.3799, 0.7012, 5.9017)  -0.106
C (1.2659, 1.7212, 6.2597)  -0.134
C (1.1379, 2.0832, 7.6247)  -0.081
N (0.0109, 1.3242, 8.0247)  -0.031
C (-0.4261, 0.4062, 7.0627)  -0.090
H (0.0219, 0.4102, 4.8787)  0.090
H (1.8189, 2.4052, 5.7627)  0.048
H (1.6049, 2.8632, 8.1737)  0.090
H (-0.2691, 1.2602, 9.0277)  0.154
H (-1.3131, -0.0618, 7.1967)  0.064
C (-1.3151, -3.3998, 3.6217)  -0.049
C (-1.1811, -4.8678, 3.1437)  -0.051
C (-0.0711, -5.2658, 3.7467)  -0.204
N (0.5159, -4.2958, 4.5247)  0.008
C (-0.1681, -3.1008, 4.3777)  -0.121
H (-2.1031, -2.7818, 3.4067)  0.046
H (-1.7451, -5.2898, 2.5067)  0.017
H (0.4519, -6.3178, 3.7307)  0.149
H (1.3859, -4.3608, 4.9807)  0.127
H (-0.0011, -2.1988, 4.9417)  0.086
C (-5.4681, 3.3612, -1.1333)  -0.119
C (-4.3781, 2.5862, -1.6273)  -0.115
C (-4.2451, 2.8902, -2.9663)  -0.124
N (-5.3071, 3.7742, -3.3023)  -0.039
C (-5.9921, 4.0892, -2.1823)  -0.198
H (-6.0821, 3.5452, -0.2223)  0.102
H (-3.8731, 1.7932, -1.2173)  0.044
H (-3.6171, 2.4662, -3.8473)  0.118
H (-5.5151, 4.0072, -4.3853)  0.210
H (-6.9591, 4.6472, -2.2683)  0.121
C (-3.9391, -0.1838, -5.0453)  -0.082
C (-2.4761, 0.1842, -4.7763)  -0.135
C (-1.9441, 0.8652, -5.7623)  -0.178
N (-2.9161, 0.8342, -6.7193)  -0.014
C (-4.1371, 0.2252, -6.2573)  -0.135
H (-4.5301, -0.6728, -4.3073)  0.088
H (-1.8431, 0.0112, -3.7913)  0.120
H (-0.9801, 1.3372, -5.9273)  0.119
H (-2.7201, 1.0522, -7.6763)  0.125
H (-4.8751, 0.1662, -7.0213)  0.100

Computed properties:
**Highest occupied orbital energy**: -7.6589 eV
**SMILES string**: c1cc[nH]c1.c1cc[nH]c1.c1cc[nH]c1.c1cc[nH]c1.c1cc[nH]c1.c1cc[nH]c1.c1cc[nH]c1.c1cc[nH]c1.c1cc[nH]c1


[6]
C5H8O5 in the gas phase. Source: OMol25; level of theory: ωB97M-V with the def2-TZVPD basis set.

Each line ends with the Löwdin charge.
Atoms and positions in Å:
O (3.9906, 0.3230, -0.6233)  0.095
C (2.9090, 0.1885, -0.1180)  -0.350
O (1.8509, -0.1833, -0.8290)  -0.002
C (0.7292, -0.7732, -0.1715)  -0.151
C (-0.5560, -0.1495, -0.7060)  -0.196
C (-1.7947, -0.7484, -0.0154)  -0.163
O (-2.1931, -0.0044, 1.1642)  -0.053
C (-0.5771, 1.3663, -0.5592)  -0.490
O (-1.3053, 2.0297, -1.2650)  0.143
O (-0.0853, 1.8880, 0.5610)  0.089
H (2.6977, 0.3810, 0.9529)  0.150
H (0.7241, -1.8481, -0.3935)  0.139
H (0.8286, -0.6544, 0.9181)  0.128
H (-0.6241, -0.3468, -1.7831)  0.162
H (-2.6255, -0.7765, -0.7325)  0.134
H (-1.6066, -1.7954, 0.2725)  0.129
H (-1.8298, -0.4176, 1.9516)  0.091
H (-0.5327, 1.5209, 1.3762)  0.146

Computed properties:
**Highest occupied orbital energy**: -10.6103 eV
**SMILES string**: O=COC[C@@H](CO)C(=O)O


Largest force on an atom (Eh/bohr)
0.05065 0.06753 0.04023 0.13377 0.19695 0.06868